Below is one molecule with the formula C2H3BrINO2 at a distorted geometry, with properties calculated with ωB97M-V with the def2-TZVPD basis set.

Molecular weight, u: 279.859
ΔE to the lowest compared entry with this formula, charge and spin, eV: 4.110
HOMO energy (spin up / spin down), eV: -8.3 / -8.3

The geometry in XYZ format:
```
10
Properties=species:S:1:pos:R:3:forces:R:3
I -1.7982 1.3751 0.0237 0.96 -1.66 0.99
Br 3.2986 0.7944 0.1880 1.08 -0.22 0.76
O -0.0226 2.4581 -1.0695 0.47 0.34 -0.26
O 0.9793 2.5661 0.8994 0.40 0.15 0.38
N 1.0555 2.2093 -0.2838 -1.44 -0.25 -0.72
C -0.9296 0.0865 1.3232 0.53 -1.58 -0.82
C 1.9844 1.4995 -0.8500 0.08 -0.54 -0.54
H -0.5928 0.6412 2.1808 0.06 -0.06 0.26
H -0.4983 -1.0498 1.2144 -1.47 3.21 -0.38
H 1.9991 1.1374 -1.8748 -0.66 0.60 0.33
```
Positions in Å, forces in eV/Å.